Record 1
The following is a DFT calculation (the ωB97M-V functional and the def2-TZVPD basis) of C16H14Cl2N3NiO4S as an isolated structure.

- highest occupied orbital energy (spin up / spin down) (eV) = -4.6 / -4.8
- total energy (hartree) = -3910.29293
- strongest force on any atom (eV/Å) = 1.3
- gap between HOMO and LUMO (spin up / spin down) (eV) = 7.3558 / 7.4966

ORCA input file:
```
! RIJCOSX wB97M-V def2-TZVPD def2/J DEFGRID3
* xyz -1 3
Ni 0.730 0.839 0.484
C -3.578 2.746 1.128
O -3.452 1.990 2.323
C -3.181 0.655 2.125
C -4.031 -0.268 2.686
C -3.797 -1.639 2.539
C -2.721 -2.048 1.784
C -1.834 -1.129 1.207
C -0.805 -1.651 0.322
N 0.045 -0.917 -0.275
N 0.856 -1.495 -1.233
C 1.738 -0.608 -1.622
O 1.904 0.576 -1.148
C 2.613 -1.026 -2.760
C 2.837 -2.370 -3.046
C 3.636 -2.731 -4.121
C 4.215 -1.755 -4.924
C 4.002 -0.413 -4.635
C 3.211 -0.052 -3.552
C -2.002 0.266 1.434
O -1.165 1.181 1.045
H -3.831 3.761 1.430
H -4.385 2.345 0.507
H -2.652 2.745 0.553
H -4.884 0.099 3.244
H -4.461 -2.360 2.996
H -2.542 -3.106 1.621
H -0.804 -2.723 0.116
H 2.374 -3.118 -2.417
H 3.811 -3.780 -4.335
H 4.830 -2.039 -5.770
H 4.458 0.354 -5.250
H 3.045 0.988 -3.301
Cl 0.885 3.454 3.773
C 0.106 3.595 2.198
Cl 1.199 3.143 0.859
H -0.156 4.633 2.045
H -0.740 2.918 2.142
O 1.847 -0.849 4.421
S 1.018 -0.393 3.300
N 1.662 0.182 2.106
*
```

Here are the Mulliken charges for atoms 1 to 2, given in e: 0.6971 -0.6621

Record 2
The following is a DFT calculation (the ωB97M-V functional and the def2-TZVPD basis) of C16H14CoN2O6S3 as an isolated structure.

- highest occupied orbital energy (spin up / spin down) (eV) = -5.2 / -5.1
- total energy (hartree) = -3756.49395
- strongest force on any atom (eV/Å) = 1.3
- gap between HOMO and LUMO (spin up / spin down) (eV) = 7.5715 / 7.6163

ORCA input file:
```
! RIJCOSX wB97M-V def2-TZVPD def2/J DEFGRID3
* xyz -1 1
Co -1.175 -0.985 -1.025
C -2.314 -2.234 0.295
C -1.027 -2.788 0.098
C -0.868 -3.052 -1.300
C -2.033 -2.614 -1.953
C -2.930 -2.071 -0.956
H -2.683 -1.832 1.227
H -0.276 -2.956 0.855
H 0.048 -3.395 -1.756
H -2.203 -2.611 -3.018
H -3.894 -1.628 -1.140
O 2.152 -2.547 -0.811
S 1.959 -1.151 -0.455
O 3.101 -0.294 -0.609
O 0.754 -0.588 -1.096
C 1.581 -1.213 1.309
C 2.242 -2.228 1.996
C 2.027 -2.435 3.349
C 1.126 -1.629 4.032
C 0.464 -0.617 3.358
C 0.685 -0.390 2.002
S -0.233 0.990 1.293
O -0.918 1.600 2.409
O 0.738 1.801 0.611
O -1.256 0.356 0.400
H 2.915 -2.867 1.440
H 2.555 -3.229 3.862
H 0.939 -1.784 5.088
H -0.235 0.031 3.870
C 1.889 3.523 -2.003
C 0.413 3.306 -1.908
C -0.449 4.237 -1.340
C -1.785 3.886 -1.278
N -2.241 2.706 -1.688
C -1.326 1.872 -2.187
S -1.869 0.272 -2.707
N -0.040 2.145 -2.369
H 2.183 4.486 -1.586
H 2.206 3.467 -3.047
H 2.391 2.721 -1.458
H -0.091 5.174 -0.938
H -2.522 4.568 -0.862
*
```

Here are the Mulliken charges for atoms 1 to 2, given in e: 0.5548 -0.3637

Record 3
The following is a DFT calculation (the ωB97M-V functional and the def2-TZVPD basis) of C16H14IrN2O2Te as an isolated structure.

- highest occupied orbital energy (eV) = -2.5
- total energy (hartree) = -1250.50307
- strongest force on any atom (eV/Å) = 3.5
- gap between HOMO and LUMO (eV) = 5.2466

ORCA input file:
```
! RIJCOSX wB97M-V def2-TZVPD def2/J DEFGRID3
* xyz -1 1
Ir -0.407 -0.157 -0.211
O -0.938 1.088 -1.848
C -0.100 1.675 -2.625
C -0.513 2.832 -3.347
C 0.313 3.469 -4.232
C 1.622 3.007 -4.470
C 2.054 1.905 -3.780
C 1.229 1.226 -2.862
C 1.791 0.111 -2.173
N 1.183 -0.654 -1.337
C 1.981 -1.635 -0.610
C 1.052 -2.641 0.033
N 0.021 -1.903 0.755
C -0.126 -2.053 2.023
C -1.111 -1.394 2.820
C -1.133 -1.678 4.199
C -2.066 -1.132 5.038
C -3.028 -0.259 4.489
C -3.027 0.051 3.157
C -2.065 -0.490 2.256
O -2.130 -0.173 1.012
H -1.516 3.192 -3.155
H -0.043 4.354 -4.747
H 2.271 3.512 -5.173
H 3.063 1.533 -3.931
H 2.842 -0.104 -2.382
H 2.525 -1.112 0.184
H 2.706 -2.130 -1.263
H 1.610 -3.312 0.692
H 0.570 -3.246 -0.741
H 0.520 -2.770 2.540
H -0.376 -2.348 4.595
H -2.065 -1.361 6.095
H -3.779 0.180 5.136
H -3.750 0.738 2.737
Te 0.823 1.682 1.127
*
```

Here are the Mulliken charges for atoms 1 to 2, given in e: 0.4695 -0.8212

Record 4
The following is a DFT calculation (the ωB97M-V functional and the def2-TZVPD basis) of C16H14N2O2Sn as an isolated structure.

- highest occupied orbital energy (eV) = -7.8
- total energy (hartree) = -1092.43752
- strongest force on any atom (eV/Å) = 0.2
- gap between HOMO and LUMO (eV) = 7.9227

ORCA input file:
```
! RIJCOSX wB97M-V def2-TZVPD def2/J DEFGRID3
* xyz 0 1
Sn 1.007 1.305 -1.019
O 0.286 1.273 0.921
C 0.922 1.213 2.072
C 0.417 1.969 3.149
C 1.001 1.927 4.394
C 2.112 1.116 4.646
C 2.609 0.355 3.616
C 2.052 0.398 2.329
C 2.596 -0.499 1.327
N 2.391 -0.367 0.081
C 2.690 -1.412 -0.869
C 1.332 -1.990 -1.254
N 0.392 -0.902 -1.576
C -0.745 -1.285 -2.041
C -1.920 -0.505 -2.307
C -3.054 -1.201 -2.773
C -4.246 -0.565 -2.996
C -4.325 0.814 -2.740
C -3.243 1.523 -2.286
C -1.996 0.891 -2.064
O -0.983 1.601 -1.679
H -0.451 2.585 2.957
H 0.585 2.528 5.193
H 2.560 1.082 5.629
H 3.455 -0.303 3.785
H 3.186 -1.349 1.695
H 3.344 -2.191 -0.463
H 3.175 -0.967 -1.742
H 0.947 -2.529 -0.383
H 1.413 -2.694 -2.085
H -0.874 -2.358 -2.226
H -2.966 -2.269 -2.946
H -5.108 -1.110 -3.353
H -5.262 1.332 -2.903
H -3.302 2.585 -2.090
*
```

Here are the Mulliken charges for atoms 1 to 2, given in e: 0.8059 -0.6791

Record 5
The following is a DFT calculation (the ωB97M-V functional and the def2-TZVPD basis) of C16H14N4O2S2 in the gas phase.

- highest occupied orbital energy (eV) = -8.6
- structure (SMILES) = O=C(NNC(=O)c1ncc(Cc2ccsc2)s1)Nc1ccccc1
- total energy (hartree) = -1783.96928
- strongest force on any atom (eV/Å) = 4.0
- gap between HOMO and LUMO (eV) = 8.5788
- energy relative to the best compared isomer or geometry (same formula, charge and spin) (kcal per mole) = 56.3

ORCA input file:
```
! RIJCOSX wB97M-V def2-TZVPD def2/J DEFGRID3
* xyz 0 1
O 0.186 -0.962 1.389
O -0.375 3.842 0.710
N 2.536 0.196 -0.985
S 1.915 -3.490 -6.193
S 1.978 -2.358 -0.880
C 0.791 -0.192 0.627
C -0.900 3.058 1.474
C 1.770 -0.671 -0.374
C 3.383 -0.471 -1.874
C 1.870 -4.799 -5.075
C 3.013 -2.619 -5.142
C 2.615 -4.587 -3.932
C 3.260 -1.817 -1.947
C 3.270 -3.297 -3.958
C -5.079 1.903 4.532
C -5.282 2.991 3.621
C -3.855 1.277 4.518
C -4.233 3.426 2.845
C -2.769 1.753 3.764
C -2.971 2.841 2.919
N -1.992 3.518 2.184
N 0.553 1.166 0.737
N -0.477 1.773 1.572
C 4.108 -2.749 -2.796
H 4.074 0.096 -2.531
H 1.297 -5.725 -5.243
H 3.425 -1.651 -5.336
H 2.712 -5.216 -3.073
H -5.880 1.575 5.161
H -6.243 3.528 3.562
H -3.647 0.480 5.188
H -4.392 4.315 2.219
H -1.827 1.236 3.805
H -2.282 4.435 1.830
H 1.037 1.741 0.030
H -1.120 1.164 2.075
H 4.586 -3.544 -2.191
H 4.944 -2.167 -3.232
*
```

Here are the Mulliken charges for atoms 1 to 2, given in e: -0.6950 -0.6761

Record 6
The following is a DFT calculation (the ωB97M-V functional and the def2-TZVPD basis) of C16H15B2F2GaN8STe as an isolated structure.

- highest occupied orbital energy (spin up / spin down) (eV) = -11.1 / -11.5
- total energy (hartree) = -3897.16568
- strongest force on any atom (eV/Å) = 2.6
- gap between HOMO and LUMO (spin up / spin down) (eV) = 8.1191 / 5.9102
- energy relative to the best compared isomer or geometry (same formula, charge and spin) (kcal per mole) = 30.2

ORCA input file:
```
! RIJCOSX wB97M-V def2-TZVPD def2/J DEFGRID3
* xyz 1 2
Ga -0.096 -0.169 1.910
C -3.040 -3.329 1.374
C -2.343 -2.431 2.172
N -1.821 -1.467 1.414
N -2.161 -1.718 0.137
C -2.888 -2.841 0.090
B -1.629 -0.742 -0.932
N -0.109 -0.996 -1.034
C 0.646 -1.278 -2.100
C 1.930 -1.550 -1.669
C 1.874 -1.409 -0.291
N 0.636 -1.077 0.074
N -1.882 0.676 -0.366
C -2.859 1.526 -0.696
C -2.763 2.644 0.113
C -1.674 2.387 0.930
N -1.146 1.199 0.621
N -2.222 -0.795 -2.317
C -3.274 -1.417 -2.903
C -3.358 -0.991 -4.206
C -2.299 -0.082 -4.344
N -1.641 0.026 -3.214
H -3.573 -4.208 1.676
H -2.198 -2.433 3.236
H -3.249 -3.251 -0.831
H 0.250 -1.232 -3.093
H 2.771 -1.817 -2.272
H 2.653 -1.541 0.439
H -3.567 1.305 -1.469
H -3.395 3.507 0.118
H -1.256 2.986 1.716
H -3.902 -2.107 -2.380
H -4.068 -1.279 -4.953
H -1.996 0.480 -5.204
Te 2.193 1.680 1.349
C 4.288 1.686 1.620
C 5.046 2.082 2.692
C 6.415 1.832 2.498
C 6.683 1.245 1.296
S 5.271 0.983 0.369
H 4.642 2.550 3.573
H 7.169 2.085 3.219
H 7.634 0.939 0.912
F 2.308 3.427 3.918
B 1.611 2.601 3.194
F 0.387 2.317 3.614
*
```

Here are the Mulliken charges for atoms 1 to 2, given in e: 0.3134 -1.1765